The following is a DFT calculation (the ωB97M-V functional and the def2-TZVPD basis) of a cluster of 3 separate species, C21H34N2O7 in total.

Properties
SMILES: COCCCCC[C@@]1(CCCc2ccccc2)CCC(=O)O1.C[N+](=O)[O-].C[N+](=O)[O-]
HOMO, eV: -9.1
E, a.u.: -1456.501280
Energy relative to the best compared isomer or geometry (same formula, charge and spin), kcal/mol: 161.4

Last columns: bonded neighbours and bond lengths (Å).
Geometry (Å):
1 O 4.039 2.607 -2.199  N8 1.217
2 O -2.115 1.478 3.489  C18 1.191
3 O -0.744 1.655 1.633  C18 1.403, C28 1.451
4 O 2.170 3.628 -2.588  N8 1.218
5 O 0.442 5.099 0.537  N9 1.217
6 O -0.479 6.660 -0.647  N9 1.215
7 O 3.033 -3.124 1.059  C13 1.447, C20 1.430
8 N 3.185 3.435 -1.945  O1 1.217, O4 1.218, C17 1.487
9 N -0.360 5.507 -0.284  O5 1.217, O6 1.215, C11 1.487
10 C -0.876 -0.509 2.794  C16 1.568, C18 1.581, H55 1.122, H62 1.115
11 C -1.274 4.508 -0.900  N9 1.487, H53 1.088, H56 1.087, H57 1.088
12 C 1.702 -0.103 -0.917  C14 1.579, C23 1.571, H45 1.124, H50 1.129
13 C 3.765 -2.519 -0.033  O7 1.447, C25 1.590, H33 1.126, H48 1.118
14 C 1.183 1.058 0.018  C12 1.579, C28 1.591, H34 1.123, H47 1.125
15 C -3.081 -2.712 -1.440  C21 1.458, C24 1.462, H37 1.115
16 C 0.290 -0.427 1.749  C10 1.568, C28 1.602, H38 1.127, H52 1.115
17 C 3.408 4.279 -0.741  N8 1.487, H31 1.088, H44 1.086, H63 1.088
18 C -1.337 1.002 2.724  O2 1.191, O3 1.403, C10 1.581
19 C -4.285 -2.219 0.769  C24 1.456, C30 1.456, H58 1.112
20 C 1.866 -3.810 0.599  O7 1.430, H32 1.120, H36 1.127, H59 1.124
21 C -2.963 -4.115 -1.062  C15 1.458, C27 1.445, H42 1.111
22 C -1.267 -0.093 -0.191  C26 1.565, C28 1.591, H41 1.122, H49 1.127
23 C 3.266 -0.175 -1.040  C12 1.571, C25 1.578, H39 1.127, H43 1.115
24 C -3.737 -1.793 -0.510  C15 1.462, C19 1.456, C29 1.567
25 C 3.876 -0.948 0.193  C13 1.590, C23 1.578, H46 1.118, H60 1.117
26 C -2.674 0.591 -0.244  C22 1.565, C29 1.586, H51 1.128, H61 1.116
27 C -3.494 -4.509 0.222  C21 1.445, C30 1.444, H54 1.118
28 C -0.203 0.681 0.703  O3 1.451, C14 1.591, C16 1.602, C22 1.591
29 C -3.789 -0.289 -0.948  C24 1.567, C26 1.586, H35 1.127, H64 1.117
30 C -4.166 -3.622 1.141  C19 1.456, C27 1.444, H40 1.113
31 H 4.338 4.822 -0.890  C17 1.088
32 H 1.327 -3.286 -0.232  C20 1.120
33 H 4.790 -2.985 -0.057  C13 1.126
34 H 1.036 2.023 -0.539  C14 1.123
35 H -4.774 0.098 -0.560  C29 1.127
36 H 2.098 -4.859 0.261  C20 1.127
37 H -2.680 -2.306 -2.398  C15 1.115
38 H 1.182 -0.102 2.357  C16 1.127
39 H 3.479 -0.798 -1.954  C23 1.127
40 H -4.577 -3.927 2.130  C30 1.113
41 H -1.292 -1.141 0.209  C22 1.122
42 H -2.444 -4.797 -1.769  C21 1.111
43 H 3.643 0.866 -1.177  C23 1.115
44 H 2.573 4.965 -0.636  C17 1.086
45 H 1.275 -1.107 -0.646  C12 1.124
46 H 3.297 -0.669 1.108  C25 1.118
47 H 1.955 1.178 0.827  C14 1.125
48 H 3.279 -2.780 -1.006  C13 1.118
49 H -0.927 -0.204 -1.259  C22 1.127
50 H 1.280 0.117 -1.941  C12 1.129
51 H -2.574 1.533 -0.857  C26 1.128
52 H 0.470 -1.460 1.370  C16 1.115
53 H -1.097 4.521 -1.973  C11 1.088
54 H -3.374 -5.581 0.519  C27 1.118
55 H -1.629 -1.289 2.506  C10 1.122
56 H -1.053 3.529 -0.482  C11 1.087
57 H -2.293 4.808 -0.664  C11 1.088
58 H -4.751 -1.433 1.401  C19 1.112
59 H 1.152 -3.854 1.466  C20 1.124
60 H 4.950 -0.661 0.296  C25 1.117
61 H -3.082 0.911 0.744  C26 1.116
62 H -0.626 -0.798 3.842  C10 1.115
63 H 3.471 3.615 0.119  C17 1.088
64 H -3.803 -0.170 -2.059  C29 1.117